Here is a structure of composition C52H43F2NP4S3Tc at a distorted geometry from the Open Molecules 2025 dataset. Energies are from ωB97M-V/def2-TZVPD.

```
106
C52H43F2NP4S3Tc | the Open Molecules 2025 dataset | ωB97M-V/def2-TZVPD
Tc -0.83 1.38 -1.20
S 2.69 0.04 -0.05
P 1.40 -1.28 -0.75
C -0.01 -0.69 -1.63
P 0.49 -0.25 -3.27
S 0.83 1.74 -3.01
C -0.95 -0.45 -4.35
C -1.83 -1.51 -4.17
C -2.94 -1.63 -4.98
C -3.16 -0.70 -5.98
C -2.28 0.36 -6.17
C -1.18 0.49 -5.35
C 1.85 -0.91 -4.29
C 3.15 -0.42 -4.14
C 4.16 -0.90 -4.95
C 3.88 -1.86 -5.92
C 2.59 -2.34 -6.06
C 1.58 -1.88 -5.25
C 0.78 -2.37 0.57
C 1.62 -2.72 1.62
C 1.21 -3.66 2.54
C -0.02 -4.28 2.40
C -0.87 -3.91 1.36
C -0.47 -2.96 0.45
C 2.20 -2.54 -1.79
C 3.58 -2.63 -1.91
C 4.14 -3.62 -2.70
C 3.32 -4.50 -3.38
C 1.94 -4.42 -3.25
C 1.38 -3.44 -2.45
H -1.64 -2.22 -3.37
H -3.64 -2.43 -4.82
H -4.04 -0.79 -6.61
H -2.46 1.09 -6.95
H -0.50 1.33 -5.45
H 3.35 0.34 -3.40
H 5.16 -0.52 -4.85
H 4.66 -2.21 -6.57
H 2.37 -3.07 -6.83
H 0.57 -2.27 -5.35
H 2.59 -2.23 1.71
H 1.86 -3.94 3.35
H -0.33 -5.04 3.09
H -1.83 -4.40 1.25
H -1.13 -2.65 -0.36
H 4.20 -1.91 -1.38
H 5.21 -3.69 -2.80
H 3.75 -5.27 -4.01
H 1.30 -5.11 -3.77
H 0.31 -3.37 -2.34
F -1.59 3.57 -2.99
C -1.49 3.38 -1.64
F -2.77 3.56 -1.17
H -0.91 4.24 -1.26
C 0.63 0.90 2.48
P 0.40 1.83 0.88
C -1.11 2.71 1.45
C -2.30 2.04 1.12
C -3.53 2.58 1.43
C -3.59 3.81 2.07
C -2.42 4.49 2.38
C -1.19 3.94 2.08
C 1.74 3.05 1.09
C 2.95 2.77 1.73
C 3.96 3.72 1.78
C 3.79 4.95 1.18
C 2.60 5.24 0.53
C 1.59 4.30 0.48
P -0.32 -0.62 3.00
C -2.07 -0.09 3.19
C -2.48 0.94 4.03
C -3.82 1.17 4.24
C -4.77 0.35 3.64
C -4.37 -0.67 2.80
C -3.02 -0.89 2.58
C 0.06 -0.54 4.80
C -0.80 -1.27 5.61
C -0.70 -1.22 6.99
C 0.29 -0.45 7.58
C 1.19 0.22 6.78
C 1.09 0.17 5.40
H 0.54 1.67 3.25
H 1.65 0.51 2.46
H -2.24 1.04 0.65
H -4.43 2.06 1.15
H -4.54 4.25 2.30
H -2.48 5.46 2.86
H -0.28 4.48 2.33
H 3.12 1.80 2.15
H 4.89 3.48 2.27
H 4.59 5.68 1.19
H 2.47 6.19 0.04
H 0.68 4.53 -0.04
H -1.74 1.56 4.52
H -4.15 1.99 4.86
H -5.83 0.52 3.82
H -5.11 -1.30 2.33
H -2.69 -1.69 1.94
H -1.57 -1.86 5.15
H -1.40 -1.77 7.60
H 0.36 -0.39 8.66
H 1.97 0.82 7.24
H 1.82 0.71 4.81
S -4.88 0.55 -3.28
C -3.44 0.82 -2.71
N -2.35 0.95 -2.27
```

The value obtained for the largest force on an atom is 2.95 eV/Å. The calculation puts the highest occupied orbital energy (spin up / spin down) at -7.631 / -7.543 eV. For the LUMO energy (spin up / spin down), the calculation gives -1.88 / -1.83 eV. The calculation puts the calculated total energy at -133405.15566 eV. Its total charge is 0. As for the HOMO-LUMO gap (spin up / spin down): 5.750 / 5.717 eV. As for the multiplicity: 2. Its expectation value of S² is 0.79.

=====

Here is a structure of composition C34H25Br2N4O7ScTe4 from the Open Molecules 2025 dataset. Energies are from ωB97M-V/def2-TZVPD.

```
77
C34H25Br2N4O7ScTe4 | the Open Molecules 2025 dataset | ωB97M-V/def2-TZVPD
Sc -0.72 -0.39 1.91
C 0.16 0.80 4.90
O 0.67 1.19 3.60
C 1.99 0.98 3.41
C 2.94 0.94 4.41
C 4.27 0.72 4.06
Br 5.58 0.71 5.44
C 4.66 0.50 2.77
C 3.69 0.50 1.75
C 2.36 0.77 2.07
O 1.37 0.82 1.17
C 4.03 0.13 0.38
N 3.19 0.19 -0.63
C 3.88 -0.31 -1.72
C 3.47 -0.49 -3.03
C 4.38 -1.02 -3.93
C 5.67 -1.38 -3.53
C 6.10 -1.20 -2.22
C 5.18 -0.66 -1.33
N 5.25 -0.36 0.01
H 0.56 1.46 5.67
H 0.41 -0.25 5.06
H -0.92 0.93 4.84
H 2.66 1.07 5.44
H 5.70 0.32 2.54
H 1.74 0.60 0.28
H 2.46 -0.23 -3.33
H 4.07 -1.19 -4.95
H 6.35 -1.80 -4.26
H 7.10 -1.48 -1.92
H 5.99 -0.61 0.64
Te -3.05 2.27 3.46
Te -4.12 1.18 5.68
Te -4.71 -1.33 4.74
Te -2.22 -2.05 3.84
O -5.23 -5.59 -1.62
C -5.93 -4.61 -0.98
O -7.05 -4.84 -0.62
C -5.16 -3.38 -0.66
C -5.39 -2.72 0.55
C -4.65 -1.61 0.89
C -3.71 -1.11 0.00
C -3.50 -1.73 -1.23
C -4.21 -2.88 -1.54
N -2.93 0.01 0.37
C -3.07 1.08 -0.27
C -2.25 2.27 0.02
C -2.58 3.49 -0.56
C -1.83 4.60 -0.24
C -0.78 4.46 0.66
C -0.52 3.20 1.17
N -1.22 2.12 0.85
H -4.30 -5.32 -1.66
H -6.13 -3.11 1.24
H -4.78 -1.13 1.85
H -2.75 -1.35 -1.91
H -4.03 -3.36 -2.50
H -3.83 1.19 -1.06
H -3.42 3.55 -1.23
H -2.07 5.57 -0.66
H -0.18 5.30 0.97
H 0.29 3.05 1.88
O 0.41 -1.46 2.67
Br -0.32 -2.48 -4.48
C -0.05 -0.71 -3.84
C 0.07 0.26 -4.83
C 0.23 1.59 -4.48
C 0.25 1.95 -3.14
C 0.12 0.97 -2.18
C -0.02 -0.38 -2.49
C -0.14 -1.38 -1.31
O 0.09 -2.56 -1.53
O -0.43 -0.82 -0.21
H 0.04 -0.04 -5.87
H 0.33 2.34 -5.26
H 0.36 2.99 -2.85
H 0.12 1.24 -1.13
```

The value obtained for the largest force on an atom is 0.79 eV/Å. The calculation puts the highest occupied orbital energy at -1.064 eV. For the LUMO energy, the calculation gives 3.43 eV. The calculation puts the calculated total energy at -245922.94174 eV. As for the energy relative to the best compared isomer or geometry (same formula, charge and spin): 202.1 kJ/mol. Its total charge is -2. As for the HOMO-LUMO gap: 4.498 eV.